No. 1
# C4H8Cl2NO2S

A 2-piece molecular cluster, C4H8Cl2NO2S overall at a distorted geometry (ωB97M-V/def2-TZVPD, the Open Molecules 2025 dataset).

F_max = 0.084 Eh/bohr
ΔE to the lowest compared entry with this formula, charge and spin = 85.6 kcal/mol
LUMO (spin up / spin down) = -6.8 / -7.6 eV
Net charge = +1
Molar mass = 205.09 g/mol

Positions of all 18 atoms, in Å:
H 0.298 -2.055 0.944
H 0.273 1.202 2.205
N 0.057 -0.044 0.621
C 0.558 1.198 1.150
S -3.906 -0.051 0.428
O -1.293 -0.290 0.845
H 1.355 0.001 -2.562
Cl -3.795 0.199 -1.611
H -0.225 -1.014 -1.295
H 1.645 1.122 0.862
C 0.606 -0.511 -0.670
H 0.276 2.069 0.626
O -4.566 -1.258 0.700
H 1.375 1.296 -1.440
Cl 3.137 0.233 -0.844
C 0.846 -1.190 0.592
C 1.534 0.308 -1.566
H 1.826 -1.213 1.015


No. 2
# C23H46N4O6S

A 10-piece molecular cluster, C23H46N4O6S overall at a distorted geometry (ωB97M-V/def2-TZVPD, the Open Molecules 2025 dataset).

F_max = 0.072 Eh/bohr
LUMO = 0.3 eV
Net charge = 0
Molar mass = 506.71 g/mol

Positions of all 80 atoms, in Å:
C 3.594 1.269 -2.581
C 0.516 1.010 -0.261
H 0.437 -2.129 0.791
C 2.933 1.840 3.367
C -4.310 3.132 -1.258
H -0.966 5.740 -0.420
C -0.352 -5.171 1.847
C 0.094 5.621 -0.195
H -0.819 -4.422 -1.106
O 0.793 -4.666 1.175
N -0.120 -1.050 -0.908
H 3.099 -1.532 -1.530
H -2.700 -2.787 -2.100
H 2.842 1.559 -3.315
H -1.780 -1.965 -4.404
N -0.579 -2.000 6.255
H -1.906 -4.386 4.513
C 0.538 0.118 0.907
C -5.058 3.316 -0.051
H -6.017 3.782 0.121
S 4.516 -0.210 -3.084
H 4.996 3.602 0.381
N -3.046 2.313 0.396
C -1.199 -2.393 4.147
H 0.664 6.539 -0.337
H 3.788 -2.530 -2.734
C 3.263 -1.583 -2.607
H -0.148 0.593 -2.330
O 4.684 -0.299 -4.568
H 2.077 1.503 5.013
C -1.438 -3.528 4.971
H 0.520 4.993 -0.978
C -4.186 2.857 0.973
C 0.010 -3.217 -3.930
H -4.217 0.467 -3.600
H -2.343 2.198 -1.647
C -0.693 -1.473 5.004
H -2.989 1.147 -4.659
C -0.007 0.298 -1.301
H -0.711 -3.917 7.120
H 0.595 -3.161 -4.836
H 2.706 1.802 2.302
H 0.473 4.207 1.297
H 2.889 4.351 1.410
H -2.474 -0.286 -3.761
H 1.290 -5.481 1.073
H 1.045 -4.694 -2.513
H -2.339 1.754 0.851
O 0.295 5.141 1.166
C 0.216 -4.112 -2.885
H 3.748 1.166 3.633
H -0.135 -1.820 -1.563
C -1.792 -3.108 -2.590
H -1.321 -2.196 3.092
H 2.179 3.629 -0.011
H -0.372 -6.219 1.548
C -0.925 -3.313 6.250
H -4.740 3.481 -2.186
C 0.325 -1.139 0.375
H 3.456 4.886 -0.227
H 0.804 2.051 -0.225
H 2.381 -1.578 -3.248
C -1.213 -2.637 -3.777
H -1.264 -4.618 1.622
N -0.815 -3.934 -1.990
O 4.173 3.121 0.497
O 1.785 1.619 4.106
O -3.773 -0.750 -5.172
H 2.977 0.995 -1.726
C -3.335 0.225 -4.192
C 3.102 4.054 0.383
H -4.335 2.728 2.035
H -4.167 -1.479 -4.688
H -0.283 -0.488 4.836
H -0.164 -1.589 7.079
H 0.938 0.363 1.880
H -0.187 -5.173 2.925
H 3.262 2.856 3.584
C -3.041 2.578 -0.915
H 4.261 2.129 -2.516


No. 3
# C53H45CdCl2GeN2O8PS

C53H45CdCl2GeN2O8PS as an isolated structure at a distorted geometry (ωB97M-V/def2-TZVPD, the Open Molecules 2025 dataset).

F_max = 0.045 Eh/bohr
ΔE to the lowest compared entry with this formula, charge and spin = 69.2 kcal/mol
LUMO (spin up / spin down) = 3.8 / 3.8 eV
Net charge = -2
Molar mass = 1156.92 g/mol

Positions of all 114 atoms, in Å:
C -3.262 2.575 2.935
O 0.638 3.338 3.936
C 5.336 -0.593 -1.840
H 1.079 3.092 -6.081
H 1.589 3.232 4.052
C 3.968 -0.677 -2.064
H 1.052 0.727 -5.187
O 1.449 -3.189 4.381
C -3.305 -2.466 4.806
H -0.726 -4.953 3.460
H 5.756 -1.169 -1.037
H -0.385 4.033 0.957
H 1.250 -3.798 -5.038
H -4.522 1.004 2.082
C -5.295 -0.359 -2.627
H -4.242 -0.927 2.133
H 6.353 -5.368 1.362
C -4.059 -0.448 -3.269
C -0.585 -3.128 -2.249
H -2.069 0.353 -3.341
C 4.211 0.871 -3.933
H -0.790 4.434 -2.501
C 5.084 -4.853 -0.333
C 4.047 -1.597 2.209
C 6.120 0.293 -2.594
H 2.972 -2.645 -3.704
H -1.561 -3.223 -1.821
H 2.405 0.156 3.690
H -3.324 7.120 1.195
C -2.717 -4.673 4.258
H -4.488 1.756 -0.081
C -0.448 3.610 -3.137
C -2.962 6.205 0.741
Cl 3.957 5.383 -2.021
C -2.014 -2.035 4.440
H 3.744 -4.040 -1.765
H 6.151 1.707 -4.219
H -1.148 6.259 1.836
C -4.359 1.155 -0.994
H -6.167 -0.911 -2.948
C -0.408 1.140 0.395
H -3.980 3.196 3.406
O -1.875 -1.276 0.415
N 3.271 -0.547 2.227
C -3.517 1.374 2.173
O 1.514 1.847 2.581
H -6.332 0.376 -0.909
H 0.153 -2.132 -0.519
H 5.350 -5.710 -0.913
O -3.906 -1.236 1.296
C -3.140 1.155 -1.670
H -2.936 -5.737 4.208
C 3.806 -2.764 -0.083
C 5.672 -4.633 0.949
C -1.953 2.767 3.257
C -0.324 -3.595 -3.520
C 1.969 -2.788 -3.297
H 4.667 3.488 -0.787
H -1.814 -0.979 4.527
C 0.969 -3.431 -4.050
C -1.719 5.702 1.119
C 4.344 -2.553 1.241
H -4.625 5.950 -0.639
H -3.990 -1.698 5.125
C 0.388 -2.489 -1.499
C -1.443 -4.249 3.888
C -3.010 0.358 -2.828
H -3.914 -1.112 -4.109
Cd 1.489 0.219 0.780
O 0.702 -0.985 3.722
C 0.455 2.345 3.030
C 0.124 1.290 -3.374
H -5.072 -5.215 5.701
C 4.176 -3.907 -0.811
H 4.607 -1.737 3.135
C -1.328 4.450 0.641
C -5.052 -4.306 5.112
C -5.412 0.375 -1.452
O 0.665 -2.706 2.057
H 3.731 1.421 -4.734
H -5.633 -4.481 4.208
C -1.092 -2.915 3.946
C -0.876 2.086 2.646
P 2.828 -1.508 -0.873
H -1.126 -4.028 -4.097
N -1.178 1.291 1.508
C 0.648 2.857 -5.119
Ge -1.429 1.965 -0.943
C -0.452 2.326 -2.620
H -5.601 -3.521 5.646
C -3.689 5.546 -0.251
H 5.827 -3.298 2.607
H 2.351 0.021 -3.304
S 0.618 -2.411 3.478
Cl 2.272 3.432 -0.640
C -3.669 -3.795 4.739
C 3.428 0.031 -3.127
C -3.243 4.325 -0.743
C 0.117 3.890 -4.362
O 3.363 0.035 3.494
C -2.075 3.737 -0.293
H -1.777 3.501 4.017
C 0.625 1.540 -4.634
C 3.826 3.687 -1.483
C -2.675 -0.668 1.049
H 0.114 0.268 -3.029
H -3.803 3.874 -1.555
C 1.648 -2.348 -2.021
C 5.362 -3.509 1.657
C 5.555 1.001 -3.645
H 3.837 3.056 -2.383
H 7.162 0.449 -2.291
H 0.172 4.934 -4.673
C -2.477 0.712 1.613